# 1
The following is a DFT calculation (ωB97M-V with the def2-TZVPD basis set) of C35H43BrIN7O7PSZr as an isolated structure in a non-equilibrium geometry.

Net charge ... +3
HOMO ... -14.53 eV

CARTESIAN COORDINATES (ANGSTROEM)
Zr: 0.315 0.538 -0.267
C: -3.234 -4.509 0.037
C: -3.370 -3.605 1.203
C: -2.732 -3.830 2.429
C: -2.814 -2.879 3.465
C: -3.702 -1.833 3.325
C: -4.389 -1.622 2.156
C: -4.195 -2.475 1.079
H: -4.211 -4.957 -0.282
H: -2.491 -5.286 0.209
H: -2.844 -3.933 -0.822
H: -2.152 -4.730 2.618
H: -2.177 -2.942 4.364
H: -3.804 -1.103 4.097
H: -4.982 -0.717 2.079
H: -4.680 -2.267 0.127
O: -1.188 -0.901 -1.628
S: -2.127 0.187 -2.093
O: -3.519 0.183 -1.689
N: -1.304 1.405 -1.334
C: -1.528 2.776 -1.442
C: -2.576 3.518 -2.028
C: -2.341 4.874 -2.308
C: -1.129 5.456 -1.975
C: -0.090 4.756 -1.320
C: 1.199 5.288 -1.019
C: 2.112 4.614 -0.210
C: 1.708 3.386 0.256
N: 0.639 2.701 -0.291
C: -0.338 3.419 -0.982
C: -1.950 0.164 -3.850
C: -0.992 -0.579 -4.560
C: -0.911 -0.436 -5.930
C: -1.730 0.454 -6.593
C: -2.674 1.179 -5.880
C: -2.790 1.028 -4.509
H: -3.561 3.083 -2.230
H: -3.115 5.494 -2.786
H: -0.963 6.502 -2.250
H: 1.497 6.253 -1.430
H: 3.043 5.082 0.093
H: 2.260 2.836 1.032
H: -0.352 -1.260 -4.045
H: -0.204 -1.078 -6.478
H: -1.632 0.614 -7.675
H: -3.430 1.798 -6.419
H: -3.552 1.570 -3.972
N: 3.063 -1.411 1.651
N: 4.070 -0.860 0.861
C: 3.882 -0.150 -0.249
N: 5.030 0.285 -0.802
N: 2.596 0.156 -0.721
N: 2.461 0.686 -1.999
O: 1.279 0.501 -2.398
O: 3.315 1.028 -2.814
H: 2.198 -1.607 1.135
H: 2.962 -0.853 2.490
H: 4.977 -1.038 1.239
H: 5.911 0.011 -0.406
H: 5.003 0.642 -1.759
Br: 0.348 -6.557 -1.111
C: 0.699 -5.317 -2.506
C: 0.752 -5.814 -3.812
C: 1.126 -4.976 -4.870
C: 1.548 -3.689 -4.611
C: 1.518 -3.187 -3.338
C: 0.975 -3.956 -2.276
I: 0.651 -3.214 -0.287
H: 0.469 -6.866 -3.948
H: 1.034 -5.356 -5.921
H: 1.923 -3.059 -5.415
H: 1.935 -2.196 -3.126
C: 0.933 -1.131 5.551
C: -0.035 0.013 5.666
O: -0.245 0.717 4.424
P: 0.874 0.510 3.242
O: -0.078 1.092 1.942
C: -1.326 1.998 2.325
C: -0.942 3.206 3.151
O: 1.853 1.862 3.489
C: 2.826 1.764 4.572
C: 4.167 1.181 4.250
H: 0.814 -1.735 6.475
H: 1.998 -0.845 5.450
H: 0.690 -1.749 4.681
H: 0.218 0.782 6.414
H: -1.035 -0.356 5.940
H: -2.001 1.343 2.871
H: -1.749 2.269 1.339
H: -0.313 2.959 3.998
H: -1.875 3.686 3.516
H: -0.392 3.948 2.570
H: 2.368 1.196 5.411
H: 2.886 2.815 4.906
H: 4.146 0.057 4.140
H: 4.864 1.403 5.065
H: 4.624 1.591 3.330

Force components x, y, z for each atom (eV/Å):
Zr -2.1 -1.0 -1.4
C -0.1 -0.5 -1.0
C -0.5 0.5 0.8
C 0.3 0.5 0.3
C 0.2 -0.6 -0.2
C 0.7 0.3 0.4
C 0.0 0.2 -0.8
C 0.1 0.1 0.1
H 0.9 0.3 0.4
H -0.2 -0.2 0.1
H -0.3 -0.1 0.1
H 0.1 0.1 -0.3
H -0.6 -0.3 -0.5
H -0.1 0.3 0.6
H -0.3 -0.3 -0.2
H 0.0 -0.1 0.1
O 0.3 1.3 1.3
S -0.7 -1.4 0.3
O 2.0 0.2 -0.6
N -0.2 -1.0 0.8
C 0.6 0.9 -0.5
C 0.8 -1.0 0.7
C 0.5 0.7 0.4
C -0.4 0.9 -0.8
C 0.3 0.2 0.3
C -0.1 0.2 -0.3
C -1.0 0.6 -0.2
C -0.4 -1.9 -0.5
N -0.2 0.7 0.5
C 0.5 0.4 -0.4
C 0.5 0.4 0.3
C -0.4 0.3 0.7
C 0.7 -0.8 -0.1
C -0.2 0.6 -0.6
C -1.1 0.4 -0.7
C -0.6 0.5 -0.5
H 0.6 0.0 -0.1
H 0.4 -0.5 0.3
H 0.0 -0.4 0.2
H -0.3 -0.1 0.1
H -0.2 -0.2 0.1
H -0.1 0.2 -0.4
H 0.3 -0.4 0.3
H -0.4 0.5 0.2
H -0.1 -0.2 0.5
H 0.9 -0.4 0.5
H -0.1 0.0 0.0
N -0.1 0.0 0.0
N -2.3 0.2 -0.5
C 1.8 0.7 0.4
N -1.6 0.3 -1.2
N 1.1 0.6 0.2
N 1.6 -1.9 -2.8
O -0.6 1.1 1.5
O -1.0 -0.2 2.7
H 0.7 0.0 0.3
H -0.4 -0.1 -0.1
H 0.7 -0.1 -0.3
H 0.2 -0.1 0.0
H 0.2 0.0 0.5
Br -0.1 0.4 -0.3
C 0.1 0.4 0.2
C -0.1 0.1 -0.1
C -0.8 -1.3 -0.7
C 0.3 0.2 -0.7
C -0.4 0.4 2.0
C 0.6 -0.4 -0.6
I 0.1 0.1 -0.5
H 0.2 0.6 -0.2
H 0.4 0.4 1.2
H 0.0 -0.2 0.1
H -0.4 -0.3 -0.1
C 0.3 -0.5 0.7
C -0.9 0.1 0.8
O 1.2 -0.3 -1.8
P -0.2 1.5 1.2
O -0.4 0.3 0.0
C 0.2 0.2 -0.4
C 0.0 0.4 -0.3
O -0.7 -1.6 -1.1
C -0.9 0.7 1.2
C 0.6 -1.0 -0.9
H 0.3 0.2 -0.6
H -0.5 0.0 0.2
H -0.1 -0.2 0.3
H 0.2 -0.4 -0.2
H 0.4 0.0 -0.1
H 0.2 -0.2 -0.2
H 0.2 -0.2 0.5
H -0.3 -0.1 0.1
H 0.5 -0.4 -0.2
H -0.1 0.0 -0.1
H 0.3 0.5 -0.4
H 0.3 -0.5 -0.1
H -0.1 1.0 0.2
H -0.2 -0.1 0.0
H -0.3 0.0 0.4

=====

# 2
The following is a DFT calculation (ωB97M-V with the def2-TZVPD basis set) of C35H43ClMgN2Si2 as an isolated structure in a non-equilibrium geometry.

HOMO ... -6.73 eV

CARTESIAN COORDINATES (ANGSTROEM)
C: -3.162 -1.146 4.239
C: -3.619 -0.190 3.289
C: -3.418 -0.727 1.987
H: -4.077 0.774 3.519
C: -2.830 -2.022 2.130
C: -2.677 -2.275 3.526
H: -2.333 -3.217 3.953
H: -3.246 -1.057 5.322
H: -3.695 -0.260 1.043
H: -2.602 -2.721 1.321
Mg: -0.174 -0.911 1.953
Si: 2.611 1.787 -1.234
C: 1.370 3.078 -1.828
C: 1.537 3.622 -3.107
H: 2.365 3.284 -3.734
C: 0.641 4.570 -3.601
H: 0.772 4.955 -4.614
C: -0.427 5.008 -2.815
H: -1.141 5.729 -3.210
C: -0.583 4.496 -1.523
H: -1.424 4.820 -0.907
C: 0.325 3.556 -1.027
H: 0.203 3.193 -0.003
C: 1.355 0.329 -0.544
C: -0.007 0.372 0.040
H: -0.547 1.320 0.047
C: -0.837 -0.841 -0.047
H: -1.920 -0.772 -0.175
C: -0.164 -2.119 0.188
H: -0.767 -3.026 0.337
C: 1.259 -2.091 0.178
H: 1.846 -2.981 0.414
C: 1.892 -0.999 -0.487
H: 2.867 -1.154 -0.951
H: 3.189 1.541 0.137
Si: 0.180 -0.846 -1.537
C: 0.434 -2.219 -2.855
C: -0.695 -2.684 -3.537
H: -1.670 -2.219 -3.371
C: -0.582 -3.732 -4.456
H: -1.467 -4.082 -4.992
C: 0.663 -4.327 -4.689
H: 0.750 -5.159 -5.391
C: 1.796 -3.853 -4.018
H: 2.772 -4.307 -4.200
C: 1.685 -2.792 -3.112
H: 2.590 -2.421 -2.625
C: -0.687 0.350 -2.804
C: -1.840 1.054 -2.467
H: -2.313 0.952 -1.485
C: -2.418 1.927 -3.399
H: -3.300 2.495 -3.108
C: -1.856 2.097 -4.669
H: -2.322 2.768 -5.393
C: -0.682 1.410 -4.987
H: -0.219 1.550 -5.964
C: -0.095 0.556 -4.051
H: 0.834 0.048 -4.318
H: 3.610 2.718 -0.797
Cl: 3.497 0.859 -2.858
C: 2.338 -2.291 3.138
N: 1.130 -1.615 3.633
C: 0.396 -2.530 4.525
C: 1.501 -0.388 4.389
C: 0.344 0.600 4.418
N: 0.020 1.036 3.037
C: -1.134 1.941 3.072
C: 1.191 1.695 2.432
H: 2.063 -3.239 2.658
H: 3.037 -2.492 3.968
H: 2.835 -1.650 2.398
H: 1.051 -2.866 5.347
H: -0.476 -2.032 4.962
H: 0.053 -3.407 3.961
H: 1.761 -0.659 5.427
H: 2.381 0.071 3.923
H: -0.564 0.175 4.876
H: 0.648 1.479 5.017
H: -0.850 2.906 3.526
H: -1.519 2.108 2.057
H: -1.929 1.491 3.672
H: 1.809 2.161 3.219
H: 1.806 0.964 1.880
H: 0.865 2.470 1.726

Force components x, y, z for each atom (eV/Å):
C 0.0 -0.1 -0.5
C 0.1 -0.7 -0.4
C 0.3 0.2 0.7
H 0.1 -0.3 -0.1
C 0.6 0.5 0.2
C 0.0 0.3 0.0
H -0.2 0.3 -0.1
H 0.1 0.0 -0.3
H 0.0 0.0 0.3
H -0.3 0.2 0.4
Mg -0.7 0.9 2.4
Si -0.6 0.6 1.4
C -0.2 -0.2 0.1
C -0.3 0.1 0.0
H -0.3 0.1 0.1
C 0.0 0.0 0.1
H 0.0 -0.1 0.3
C 0.1 -0.3 0.2
H 0.1 -0.1 0.1
C 0.2 0.1 -0.1
H 0.2 0.0 -0.1
C -0.2 0.2 -0.3
H 0.0 0.1 -0.4
C -0.4 0.2 1.5
C 2.2 3.0 1.2
H 0.2 -0.5 -0.3
C -2.0 -1.8 -1.7
H 0.6 -0.1 0.2
C 2.3 -2.1 1.3
H 0.5 0.3 0.1
C -3.0 -2.2 1.6
H -0.4 0.2 -0.2
C 0.7 1.9 -1.7
H -0.4 0.0 0.1
H -0.7 -1.7 1.3
Si -1.0 0.2 -7.5
C 0.2 -0.2 1.0
C 0.2 -0.4 -0.3
H 0.2 -0.1 0.0
C 0.1 0.1 0.1
H 0.3 0.1 0.2
C 0.0 0.2 0.2
H 0.0 0.3 0.2
C -0.2 0.1 -0.1
H -0.3 0.1 0.0
C -0.2 -0.5 -0.3
H -0.3 -0.1 -0.1
C 0.7 -0.2 1.0
C -0.2 0.5 -0.7
H 0.2 0.0 -0.3
C 0.0 -0.1 0.1
H 0.1 -0.1 -0.2
C 0.1 -0.2 0.3
H 0.2 -0.2 0.2
C -0.1 0.0 0.1
H -0.1 0.0 0.2
C -0.3 0.2 -0.4
H -0.3 0.1 0.1
H 1.7 2.1 -1.6
Cl 0.0 -0.5 0.0
C 0.2 0.0 0.0
N -0.1 0.2 0.0
C 0.0 -0.2 0.3
C -0.2 -0.2 0.3
C 0.1 0.3 -0.1
N -0.2 -0.5 0.4
C -0.2 0.3 0.2
C 0.4 0.0 0.1
H 0.1 0.3 0.2
H -0.2 0.0 -0.2
H 0.0 -0.2 0.2
H 0.0 0.0 -0.2
H 0.2 -0.1 -0.3
H 0.1 0.3 0.2
H 0.1 0.0 -0.3
H -0.2 -0.2 0.1
H 0.3 0.0 -0.2
H -0.1 -0.2 -0.1
H 0.0 -0.1 -0.2
H 0.1 0.0 0.3
H 0.2 0.1 -0.3
H -0.2 0.1 -0.3
H -0.1 0.5 0.2
H 0.2 -0.4 0.2